Formula: C35H77Cl14N7O7
Source: the Open Molecules 2025 dataset
Level of theory: ωB97M-V/def2-TZVPD

The total energy is -8732.56563 Eh. The HOMO-LUMO gap is 9.7 eV.

Geometry as ORCA input:
```
! wB97M-V def2-TZVPD RIJCOSX def2/J DEFGRID3
* xyz 0 1
C -6.14713 0.02315 -4.39526
C -4.96389 -0.97743 -4.31281
O -4.05772 -0.93027 -5.16593
N -4.92179 -1.81042 -3.28998
C -3.75199 -2.55061 -2.93175
H -5.74858 0.78138 -5.05753
H -6.31090 0.51756 -3.41165
H -7.10252 -0.37211 -4.76374
H -5.69438 -1.77014 -2.57512
H -3.17905 -2.10530 -2.05087
H -2.99763 -2.59276 -3.71430
H -4.07036 -3.55807 -2.67620
C 3.75054 -1.67938 3.73717
C 3.93344 -1.61004 5.22166
O 4.80277 -2.20286 5.82514
N 3.00177 -0.79998 5.81040
C 3.06570 -0.33653 7.21534
H 4.60250 -1.12256 3.33233
H 2.84755 -1.23673 3.46885
H 3.83677 -2.69453 3.39933
H 2.28490 -0.38724 5.25656
H 2.08998 -0.38783 7.70289
H 3.24589 0.75980 7.35732
H 3.83948 -0.97270 7.68240
C -0.83733 -1.52038 -5.71343
C 0.49736 -0.96797 -6.21886
O 0.80678 0.16285 -5.96363
N 1.38547 -1.70424 -6.94732
C 2.45967 -1.16956 -7.73689
H -1.09133 -0.99180 -4.81586
H -0.78005 -2.60145 -5.41344
H -1.63485 -1.38045 -6.44572
H 1.02972 -2.57781 -7.34599
H 2.26967 -0.11849 -8.10038
H 2.60445 -1.81271 -8.54142
H 3.38264 -1.14172 -7.19072
C -2.76592 2.70262 -6.44915
C -2.19643 2.76430 -5.06187
O -1.34840 3.56311 -4.70957
N -2.52643 1.68101 -4.23795
C -2.07319 1.40972 -2.89562
H -3.42428 1.82653 -6.50037
H -1.94190 2.36398 -7.06906
H -3.13878 3.61834 -6.86582
H -3.16110 1.00523 -4.57891
H -0.99675 1.45834 -2.99001
H -2.45588 0.39668 -2.63194
H -2.46897 2.15035 -2.21828
C 1.21980 -0.77993 -2.04865
C 2.16665 -0.71525 -0.90093
O 1.74455 -0.33332 0.20563
N 3.44721 -1.17280 -1.08137
C 4.36158 -1.36081 0.02231
H 1.66751 -0.99967 -2.97317
H 0.43249 0.01430 -2.08478
H 0.68832 -1.66052 -1.80833
H 3.71127 -1.39256 -2.02087
H 4.89510 -2.33082 -0.02102
H 3.79492 -1.43228 0.90568
H 5.09345 -0.53509 0.14991
C -2.36259 -0.66017 1.48382
C -2.68696 -0.31368 2.94370
O -3.84371 -0.30916 3.33655
N -1.51762 0.06157 3.59378
C -1.54497 0.23261 5.02031
H -2.24037 0.30388 0.93679
H -3.13355 -1.29109 1.05861
H -1.46014 -1.18615 1.32503
H -0.62799 -0.20497 3.17168
H -1.38299 -0.61073 5.63641
H -2.50130 0.67919 5.29766
H -0.85621 1.08106 5.19849
C 2.00173 2.58783 4.67368
C 1.77742 1.47251 3.69567
O 1.22497 0.43479 4.01011
N 1.95644 1.74964 2.36103
C 2.88172 2.80318 1.83702
H 1.40171 2.42636 5.56308
H 1.81055 3.56848 4.25445
H 3.06900 2.62947 4.97643
H 1.85713 0.94110 1.74739
H 3.86122 2.60197 2.30990
H 2.64278 3.82153 2.13196
H 2.94353 2.75726 0.75210
Cl 3.93302 1.83374 -4.28285
C 2.26052 2.24491 -3.74443
C 1.92569 3.61497 -4.22828
Cl 2.88470 4.86012 -3.38058
H 2.12370 2.19239 -2.69943
H 1.64334 1.55512 -4.23167
H 0.85183 3.77988 -4.02239
H 2.06835 3.68665 -5.29791
Cl 0.33850 -3.03984 3.08004
C 0.80163 -3.82116 4.60539
C -0.36555 -4.40513 5.38424
Cl 0.09566 -5.07362 6.89555
H 1.29609 -3.02321 5.21996
H 1.51291 -4.60138 4.30826
H -0.71895 -5.28083 4.76749
H -1.22139 -3.73905 5.52045
Cl -5.33049 0.84888 -0.26067
C -5.47659 2.54140 0.32943
C -6.58067 3.28870 -0.20793
Cl -6.42560 3.70144 -1.89232
H -4.56726 3.02210 -0.11542
H -5.42829 2.47969 1.45602
H -6.62852 4.25230 0.28728
H -7.48824 2.80348 -0.15288
Cl -0.51339 4.78455 2.36786
C -1.22581 3.35738 3.04572
C -2.75271 3.29231 3.44646
Cl -3.06182 4.32529 4.85062
H -0.64897 2.87161 3.88989
H -1.06775 2.53227 2.34682
H -2.98324 2.23688 3.68948
H -3.40209 3.58366 2.62657
Cl 6.56681 -3.79372 2.41431
C 6.07315 -4.66238 3.87684
C 5.35202 -6.04030 3.61174
Cl 3.76128 -5.66875 2.90390
H 5.43296 -3.96061 4.45063
H 7.01703 -4.92612 4.33440
H 5.12155 -6.47391 4.58160
H 5.98475 -6.64118 2.98045
Cl 0.32741 3.40448 -0.88212
C -0.27803 4.90578 -1.79051
C -1.15570 5.84095 -0.95002
Cl -2.80000 5.30012 -0.54202
H -0.81956 4.56019 -2.62560
H 0.62603 5.33851 -2.10388
H -1.21770 6.73139 -1.50946
H -0.74580 6.05752 0.02966
Cl -1.10686 -4.02924 -1.69609
C -0.17253 -4.51322 -0.32996
C 1.27280 -4.08477 -0.23808
Cl 2.18083 -4.57793 -1.62165
H -0.12190 -5.61920 -0.30981
H -0.72531 -4.31915 0.58641
H 1.66331 -4.48192 0.65255
H 1.47275 -3.03073 -0.10619
*
```

Results of the Mulliken charge analysis, in e, for atoms 1 through 99: number 1, C, carries -0.94; number 2, C, carries 0.61; number 3, O, carries -0.59; number 4, N, carries -0.08; number 5, C, carries -0.61; number 6, H, carries 0.26; number 7, H, carries 0.19; number 8, H, carries 0.37; number 9, H, carries 0.26; number 10, H, carries 0.08; number 11, H, carries 0.16; number 12, H, carries 0.41; number 13, C, carries 0.27; number 14, C, carries 0.63; number 15, O, carries -0.74; number 16, N, carries 0.21; number 17, C, carries -0.99; number 18, H, carries 0.34; number 19, H, carries -0.36; number 20, H, carries -0.04; number 21, H, carries -0.10; number 22, H, carries 0.32; number 23, H, carries 0.25; number 24, H, carries 0.35; number 25, C, carries -0.47; number 26, C, carries 0.46; number 27, O, carries -0.58; number 28, N, carries -0.23; number 29, C, carries -0.93; number 30, H, carries -0.23; number 31, H, carries 0.40; number 32, H, carries 0.40; number 33, H, carries 0.27; number 34, H, carries 0.24; number 35, H, carries 0.38; number 36, H, carries 0.27; number 37, C, carries -1.23; number 38, C, carries 0.61; number 39, O, carries -0.66; number 40, N, carries 0.23; number 41, C, carries 0.42; number 42, H, carries 0.24; number 43, H, carries 0.26; number 44, H, carries 0.38; number 45, H, carries -0.06; number 46, H, carries -0.43; number 47, H, carries -0.14; number 48, H, carries 0.28; number 49, C, carries 0.04; number 50, C, carries -0.31; number 51, O, carries -0.72; number 52, N, carries 0.08; number 53, C, carries -0.44; number 54, H, carries 0.60; number 55, H, carries -0.33; number 56, H, carries -0.16; number 57, H, carries 0.24; number 58, H, carries 0.42; number 59, H, carries -0.27; number 60, H, carries 0.31; number 61, C, carries -0.59; number 62, C, carries 0.49; number 63, O, carries -0.71; number 64, N, carries 0.87; number 65, C, carries -1.06; number 66, H, carries 0.06; number 67, H, carries 0.34; number 68, H, carries 0.09; number 69, H, carries -0.38; number 70, H, carries 0.25; number 71, H, carries 0.37; number 72, H, carries 0.27; number 73, C, carries -1.52; number 74, C, carries 0.72; number 75, O, carries -0.98; number 76, N, carries 1.19; number 77, C, carries -1.07; number 78, H, carries 0.40; number 79, H, carries 0.44; number 80, H, carries 0.36; number 81, H, carries -0.05; number 82, H, carries 0.36; number 83, H, carries 0.25; number 84, H, carries 0.25; number 85, Cl, carries -0.25; number 86, C, carries 0.76; number 87, C, carries 0.34; number 88, Cl, carries -0.23; number 89, H, carries -0.14; number 90, H, carries -0.39; number 91, H, carries -0.49; number 92, H, carries 0.49; number 93, Cl, carries -0.11; number 94, C, carries -0.16; number 95, C, carries -0.37; number 96, Cl, carries -0.19; number 97, H, carries -0.02; number 98, H, carries 0.23; number 99, H, carries 0.26